{
  "formula": "C39H111F6N9O12P",
  "method": "ωB97M-V/def2-TZVPD",
  "lumo_ev": 1.8,
  "energy_ev": -105813.121,
  "total_charge": -1,
  "largest_force_ev_per_a": 3.91,
  "relative_energy_kj_mol": 0.0,
  "orbital_gap_ev": 8.829,
  "symbols": ["P", "F", "F", "F", "F", "F", "F", "C", "C", "C", "O", "C", "N", "H", "H", "H", "H", "H", "H", "H", "H", "H", "H", "H", "C", "C", "C", "O", "C", "N", "H", "H", "H", "H", "H", "H", "H", "H", "H", "H", "H", "C", "C", "C", "O", "C", "N", "H", "H", "H", "H", "H", "H", "H", "H", "H", "H", "H", "C", "C", "C", "O", "C", "N", "H", "H", "H", "H", "H", "H", "H", "H", "H", "H", "H", "C", "C", "C", "O", "C", "N", "H", "H", "H", "H", "H", "H", "H", "H", "H", "H", "H", "C", "C", "C", "O", "C", "N", "H", "H", "H", "H", "H", "H", "H", "H", "H", "H", "H", "C", "C", "C", "O", "C", "N", "H", "H", "H", "H", "H", "H", "H", "H", "H", "H", "H", "C", "C", "C", "O", "C", "N", "H", "H", "H", "H", "H", "H", "H", "H", "H", "H", "H", "C", "C", "C", "O", "C", "N", "H", "H", "H", "H", "H", "H", "H", "H", "H", "H", "H", "C", "O", "H", "H", "H", "H", "C", "O", "H", "H", "H", "H", "C", "O", "H", "H", "H", "H"],
  "xyz": [[-0.239, 0.599, -0.232], [0.960, -0.500, 0.110], [-0.155, 1.084, 1.369], [0.821, 1.790, -0.642], [-1.454, 1.660, -0.417], [-0.315, 0.107, -1.799], [-1.317, -0.527, 0.360], [-1.765, -7.359, 4.723], [-0.414, -6.803, 5.281], [0.364, -7.777, 6.195], [-0.172, -8.033, 7.532], [0.300, -9.232, 8.089], [0.347, -6.416, 4.072], [-2.427, -7.453, 5.585], [-1.867, -8.371, 4.332], [-2.200, -6.593, 4.081], [-0.524, -5.838, 5.776], [1.432, -7.558, 6.188], [0.371, -8.691, 5.601], [0.009, -9.983, 7.354], [-0.231, -9.489, 9.005], [1.370, -9.085, 8.238], [-0.227, -5.764, 3.558], [1.120, -5.838, 4.372], [6.033, 6.084, 3.246], [7.409, 6.315, 3.886], [7.984, 5.159, 4.736], [9.339, 5.243, 5.196], [9.844, 4.193, 5.964], [8.278, 6.770, 2.732], [5.405, 6.975, 3.280], [5.443, 5.389, 3.844], [6.149, 5.536, 2.312], [7.364, 7.179, 4.549], [7.843, 4.259, 4.138], [7.204, 5.039, 5.488], [9.354, 4.203, 6.938], [10.903, 4.377, 6.150], [9.647, 3.248, 5.458], [9.186, 6.957, 3.132], [8.400, 5.972, 2.125], [-1.538, 2.264, -8.347], [-1.826, 0.747, -8.528], [-0.480, 0.089, -8.946], [-0.662, -1.369, -8.884], [0.379, -2.158, -9.286], [-2.223, 0.286, -7.263], [-2.518, 2.741, -8.373], [-0.887, 2.605, -9.153], [-0.977, 2.410, -7.424], [-2.646, 0.575, -9.225], [0.180, 0.433, -8.149], [-0.185, 0.456, -9.929], [0.086, -3.188, -9.079], [1.383, -2.027, -8.883], [0.500, -2.234, -10.367], [-2.930, 0.879, -6.852], [-1.421, 0.444, -6.669], [-8.997, 1.699, -3.287], [-7.729, 2.377, -3.544], [-7.826, 3.868, -3.684], [-6.515, 4.289, -4.076], [-6.174, 5.645, -3.614], [-6.785, 1.967, -2.552], [-8.929, 0.619, -3.420], [-9.566, 2.059, -4.144], [-9.458, 1.895, -2.318], [-7.290, 2.102, -4.503], [-8.099, 4.388, -2.766], [-8.589, 4.116, -4.422], [-6.034, 5.694, -2.534], [-6.946, 6.366, -3.883], [-5.292, 5.984, -4.157], [-5.880, 2.369, -2.748], [-6.907, 2.519, -1.715], [7.180, -2.762, 4.782], [6.558, -2.826, 3.390], [6.791, -4.197, 2.728], [6.147, -4.316, 1.485], [6.996, -4.196, 0.340], [5.101, -2.607, 3.611], [7.276, -1.766, 5.216], [8.242, -2.994, 4.697], [6.690, -3.424, 5.496], [6.948, -2.069, 2.711], [6.289, -4.993, 3.278], [7.774, -4.662, 2.651], [7.554, -5.053, -0.036], [7.549, -3.263, 0.233], [6.273, -4.003, -0.453], [4.708, -2.650, 2.681], [5.059, -1.607, 3.750], [2.227, 1.719, 9.545], [0.894, 1.920, 8.862], [0.810, 3.209, 7.974], [0.944, 4.336, 8.800], [0.678, 5.557, 8.085], [0.590, 0.844, 8.014], [2.120, 0.814, 10.144], [2.254, 2.469, 10.336], [3.132, 1.640, 8.943], [-0.012, 1.875, 9.467], [-0.180, 3.228, 7.520], [1.544, 3.279, 7.171], [-0.278, 5.420, 7.581], [1.360, 5.995, 7.356], [0.681, 6.307, 8.876], [1.363, 0.543, 7.438], [-0.047, 1.118, 7.279], [-7.379, 2.169, 5.339], [-7.539, 1.658, 3.913], [-8.976, 1.188, 3.596], [-9.458, 0.168, 4.557], [-10.701, -0.488, 4.193], [-7.385, 2.813, 3.040], [-6.317, 2.414, 5.368], [-7.531, 1.415, 6.110], [-7.945, 3.063, 5.602], [-6.741, 0.997, 3.576], [-8.978, 0.817, 2.571], [-9.721, 1.975, 3.712], [-10.378, -1.015, 3.296], [-11.522, 0.218, 4.065], [-10.939, -1.178, 5.003], [-6.423, 3.113, 3.101], [-7.902, 3.616, 3.371], [8.244, -1.060, -9.331], [8.048, -1.333, -7.793], [7.324, -0.147, -7.121], [7.089, -0.602, -5.817], [6.497, 0.393, -4.956], [7.265, -2.491, -7.661], [7.301, -0.817, -9.821], [8.718, -1.936, -9.774], [8.806, -0.132, -9.444], [9.031, -1.504, -7.353], [6.437, 0.175, -7.667], [7.903, 0.776, -7.165], [5.674, 0.993, -5.344], [7.392, 0.994, -4.797], [6.161, -0.163, -4.080], [7.916, -3.257, -7.559], [6.982, -2.313, -6.708], [-7.062, -5.145, -1.802], [-6.410, -5.447, -3.138], [-7.472, -5.821, -4.146], [-6.922, -6.381, -5.311], [-7.913, -7.015, -6.124], [-5.650, -4.230, -3.509], [-7.726, -4.281, -1.766], [-6.305, -5.114, -1.019], [-7.653, -6.010, -1.500], [-5.779, -6.306, -2.909], [-7.997, -4.899, -4.395], [-8.209, -6.507, -3.730], [-8.646, -6.305, -6.509], [-8.489, -7.742, -5.552], [-7.560, -7.406, -7.078], [-6.200, -3.461, -3.154], [-5.049, -4.123, -2.704], [-0.581, 8.837, 1.454], [-0.896, 7.604, 2.088], [0.190, 8.640, 0.709], [-1.493, 9.061, 0.901], [-0.350, 9.588, 2.209], [-1.002, 6.906, 1.438], [0.710, -5.100, -4.442], [-0.331, -5.874, -5.044], [1.711, -5.532, -4.455], [0.866, -4.139, -4.930], [0.506, -4.758, -3.427], [-0.167, -6.791, -4.810], [3.723, 7.460, -3.963], [3.302, 8.706, -4.441], [4.231, 6.828, -4.692], [4.568, 7.603, -3.289], [3.009, 6.784, -3.493], [4.088, 9.226, -4.623]],
  "forces_ev_per_a": [[-0.1, -0.3, 2.3], [-0.5, 1.1, -0.9], [0.5, 0.2, -0.8], [-0.2, -1.1, 0.1], [0.1, -0.5, -0.6], [-0.2, 0.2, 1.5], [0.4, 0.4, -1.6], [-0.3, 0.7, 2.2], [-0.5, 0.2, -0.7], [-0.3, -1.0, -0.5], [-0.4, 1.8, -1.4], [-0.3, 0.3, -1.0], [0.9, -0.7, 0.3], [-0.3, 0.4, 0.2], [1.0, 0.2, -0.6], [0.0, -0.3, -0.2], [-1.0, -0.3, 0.8], [0.2, 0.7, 0.6], [-0.3, -0.7, 0.2], [0.7, -0.7, 0.1], [0.1, 0.5, 0.1], [0.2, -0.8, 0.2], [-0.2, -0.1, -0.2], [0.5, 0.0, 0.0], [0.0, -1.3, 1.6], [1.5, 1.3, -1.1], [-0.8, -1.0, -0.7], [-1.0, 1.8, -1.1], [-0.8, 0.1, 0.3], [-0.4, -0.3, 1.4], [0.4, 0.1, -0.8], [0.0, -0.3, 0.4], [-0.2, 0.7, -0.3], [-0.1, 0.1, 0.0], [0.4, -0.5, -0.3], [0.4, 0.0, 1.0], [-0.1, -0.3, 0.2], [0.0, -0.1, -0.4], [0.3, -0.3, 0.1], [0.4, 0.1, -0.1], [0.1, -0.2, -0.3], [0.1, -0.8, -1.4], [1.2, 1.3, -0.8], [-2.0, -1.4, 0.8], [-0.3, 2.6, 0.3], [0.5, -1.8, -1.0], [-0.3, -1.4, 1.7], [0.3, 0.5, 0.2], [-0.2, 0.5, -0.2], [-0.3, 0.1, 0.1], [0.2, 0.0, -0.4], [0.7, -0.2, -0.2], [0.2, -0.2, -0.1], [0.0, -0.1, 0.5], [-0.1, 0.6, 0.5], [0.1, 0.7, -0.6], [-0.3, 0.0, -0.1], [0.1, -0.4, 0.6], [-1.4, -0.5, -1.3], [1.6, 0.3, 0.2], [0.5, 0.7, 0.1], [0.1, 1.9, 0.5], [-0.6, -1.0, -0.9], [1.6, 0.3, 1.1], [0.2, 0.0, 0.2], [-1.2, -0.2, 0.3], [0.0, 0.3, -0.1], [-0.2, -0.5, -0.2], [-0.1, -0.2, 0.4], [0.0, 0.3, -0.4], [0.1, -0.2, 0.0], [-0.4, -0.1, 0.0], [0.2, -0.4, 0.2], [0.6, -0.4, -0.9], [-1.0, -0.2, 0.8], [1.4, 0.2, -0.4], [-0.2, -0.7, 0.8], [-0.9, -1.3, 0.6], [1.0, 0.3, -1.3], [-1.9, 1.1, -1.2], [0.8, 0.1, -1.0], [-0.8, 0.3, -0.1], [0.2, -0.6, 0.1], [0.0, 0.0, -0.2], [0.4, 0.2, 0.0], [-0.3, 0.3, 0.9], [0.7, 1.0, 0.1], [0.2, -0.3, 0.9], [0.6, 0.0, 0.9], [-0.2, -0.3, -0.3], [-0.6, -0.5, -0.3], [-0.3, 0.4, 0.6], [-1.3, -0.1, 1.8], [0.0, 1.6, -1.8], [0.1, -0.1, 1.4], [0.6, 1.2, -0.7], [-0.5, -0.2, 1.3], [0.0, -2.6, -2.3], [0.2, -0.4, -0.2], [0.7, 0.4, -0.3], [-0.3, 0.4, -0.2], [0.6, 0.9, 1.2], [-0.3, -0.1, -0.2], [0.3, -0.6, -0.1], [-0.3, 0.5, 0.1], [0.8, -1.0, -0.3], [-0.6, 0.1, -0.1], [0.6, -0.2, 0.2], [-0.7, 0.1, 0.2], [1.2, -1.1, 0.4], [-2.0, 1.5, 0.2], [-0.4, -1.8, 1.3], [0.3, 0.7, -0.3], [2.2, 0.6, 0.0], [0.5, 0.5, -1.0], [0.1, 0.3, 0.5], [-0.2, -0.1, 0.0], [-0.2, -0.1, -0.4], [-0.4, -0.6, 0.5], [-0.2, -0.2, -0.1], [0.3, 0.6, -0.3], [-1.1, -0.3, -0.3], [0.0, 0.0, -0.3], [0.1, 0.0, -0.1], [0.3, 0.0, -0.3], [-0.4, 0.0, 0.2], [0.0, 0.7, 1.4], [0.7, 2.4, -3.0], [0.9, -0.5, -0.5], [-1.5, 0.5, 0.0], [1.5, -0.8, -0.1], [-0.8, -1.1, 1.2], [-0.2, -0.6, 0.1], [0.0, 0.3, -0.2], [0.7, -0.2, -0.2], [0.3, 0.6, 0.2], [-0.7, -0.7, 0.0], [0.7, 0.0, 0.4], [0.0, -0.3, -0.5], [-0.5, 0.8, 0.9], [0.1, 0.4, 0.1], [-0.1, -0.5, -0.3], [-1.0, -1.0, 0.5], [-0.6, -1.4, 0.8], [-0.6, 0.7, 0.8], [0.1, 0.4, -0.4], [-0.1, -0.9, -1.0], [-0.3, 1.0, 0.1], [0.3, -0.5, 0.4], [0.2, 0.2, -0.2], [0.1, 0.6, 0.0], [-0.4, -0.1, 0.1], [0.5, 0.1, -0.7], [-0.3, 0.3, -0.2], [0.0, -0.2, 0.3], [-0.3, 0.6, 0.4], [0.2, -0.4, 0.0], [0.9, -0.4, 0.6], [-1.2, 0.6, -0.9], [1.5, -0.5, -0.1], [-1.0, -1.3, -0.8], [0.3, -0.2, 1.1], [0.4, 0.6, 0.2], [0.1, 1.0, -0.1], [0.1, -0.2, -0.2], [0.1, 0.1, -0.1], [0.3, 1.0, 0.2], [0.8, 0.4, 0.2], [-0.1, -0.6, -0.1], [-0.5, -0.2, -0.7], [-0.3, -0.6, 0.3], [-0.1, 0.0, 0.0], [2.1, -1.0, 0.3], [-0.9, 0.0, -0.2], [-0.4, 0.0, -0.9], [-0.2, 0.1, 0.8], [-0.6, 0.9, 0.0], [-0.1, 0.0, 0.0]],
  "mulliken_charge": [1.1714, -0.3639, -0.3871, -0.3567, -0.3517, -0.3450, -0.3689, -1.2427, 0.5096, -0.7893, -0.3342, -0.6693, -0.7983, 0.3455, 0.2964, 0.3408, 0.3171, 0.3770, 0.2959, 0.3205, 0.2331, 0.2707, 0.2725, 0.2540, -1.1461, 0.2604, -0.6911, -0.3070, -0.6713, -0.7135, 0.2932, 0.3596, 0.3165, 0.2720, 0.3570, 0.3087, 0.2820, 0.2307, 0.2927, 0.2904, 0.2656, -1.2766, 0.0850, -0.6449, -0.2626, -0.8248, -0.6158, 0.3668, 0.3398, 0.3639, 0.3972, 0.3440, 0.3317, 0.2967, 0.3063, 0.3108, 0.2307, 0.2522, -1.3695, 0.5729, -0.7842, -0.2911, -0.7492, -0.7349, 0.3257, 0.3788, 0.2784, 0.2741, 0.3860, 0.3066, 0.3167, 0.3080, 0.2534, 0.3089, 0.2177, -1.3787, 0.6359, -0.9412, -0.3152, -0.8152, -0.7548, 0.3711, 0.3673, 0.3264, 0.2634, 0.3503, 0.4153, 0.2987, 0.3237, 0.3073, 0.2849, 0.2618, -1.4029, 0.5684, -0.7461, -0.3243, -0.7243, -0.7394, 0.4355, 0.3426, 0.3254, 0.2000, 0.3862, 0.3522, 0.3172, 0.2903, 0.2318, 0.2531, 0.2346, -1.3228, 0.3187, -0.6605, -0.3297, -0.6767, -0.6881, 0.4180, 0.2992, 0.3171, 0.3669, 0.3962, 0.2691, 0.3074, 0.2625, 0.2167, 0.2670, 0.2407, -1.3916, 0.4649, -0.7473, -0.3483, -0.7577, -0.8078, 0.3418, 0.3310, 0.3548, 0.3041, 0.3778, 0.4174, 0.2990, 0.3206, 0.2365, 0.2633, 0.3416, -1.6254, 0.5964, -0.8213, -0.3164, -0.7524, -0.7216, 0.4051, 0.4366, 0.3838, 0.2709, 0.2911, 0.3906, 0.3031, 0.3000, 0.2823, 0.2655, 0.3117, -0.4167, -0.5118, 0.2092, 0.2181, 0.1913, 0.3100, -0.5485, -0.4814, 0.2537, 0.2068, 0.2774, 0.2925, -0.5668, -0.4910, 0.2624, 0.2350, 0.2634, 0.2970]
}